# 1
61
Properties=species:S:1:pos:R:3:lowdin_charge:R:1 method="wB97M-V/def2-TZVPD" lumo_ha=-0.0635 smiles="C#CCc1c(N)c(OCCCC)cc2c1C(=O)C=C(P(C)O)C2=O.COP(=O)(OC)OC" charge=0
C 0.96689 5.91754 3.39309 0.0600
C 1.05438 4.71458 3.61667 -0.1146
C 1.17610 3.14302 3.59740 -0.1308
C 1.15252 2.59910 2.12367 -0.0646
C 2.31537 2.99396 1.22978 -0.1235
N 3.34721 3.87935 1.77433 0.0853
C 2.37486 2.46069 -0.19683 -0.1673
O 3.51789 2.84552 -0.93617 -0.1129
C 4.43243 1.69751 -1.04265 -0.1807
C 5.56226 1.69038 0.06664 -0.1665
C 5.15893 1.03747 1.46415 -0.2430
C 4.15832 -0.19569 1.38204 -0.1190
C 1.29496 1.58096 -0.78752 0.0781
C 0.14986 1.25136 0.12576 -0.0415
C 0.06798 1.73481 1.57169 -0.0037
C -1.20377 1.30420 2.41848 -0.2821
O -1.17358 1.01649 3.60435 0.0814
C -2.55269 1.23611 1.57163 0.0167
C -2.47857 0.80300 0.24794 -0.2568
P -4.08464 0.78586 -0.75640 0.8661
C -4.94354 2.45455 -0.43470 -0.2953
O -5.01552 -0.48293 -0.08912 -0.3504
C -1.07748 0.37669 -0.37821 -0.2895
O -0.95777 -0.55963 -1.15227 0.0470
H 0.99761 6.95000 2.95273 0.0526
H 0.44360 2.65503 4.29897 0.1042
H 2.21492 2.90475 4.01144 0.1252
H 4.15720 3.90550 1.13596 0.0700
H 2.91766 4.81475 1.73544 0.0841
H 3.86382 0.72896 -1.15465 0.1165
H 4.96637 1.85911 -2.04121 0.1317
H 6.54784 1.25956 -0.31444 0.1188
H 5.79826 2.79018 0.28337 0.1097
H 6.12740 0.63087 1.91782 0.1084
H 4.74793 1.76162 2.22759 0.0855
H 3.78564 -0.39789 2.44442 0.0823
H 3.22639 0.01719 0.77435 0.0517
H 4.66105 -1.14949 1.04516 0.0782
H 1.34245 1.21679 -1.85593 0.1329
H -3.54274 1.54918 2.01626 0.1136
H -5.88763 2.55423 -1.04972 0.0462
H -4.24170 3.33263 -0.55424 0.0546
H -5.23646 2.43474 0.67408 0.0331
H -5.69722 -0.06480 0.48429 0.0461
C -1.29510 -3.09489 -1.81381 -0.1580
O -1.01663 -4.46244 -2.15340 -0.2747
P -2.27227 -5.54903 -1.73798 0.6773
O -1.31340 -6.68162 -1.47327 -0.2740
O -2.81202 -5.60796 -3.29060 -0.2720
C -1.98933 -5.31367 -4.40202 -0.1122
O -3.63414 -6.45469 -1.26173 -0.2379
C -4.90972 -5.83828 -1.46310 -0.1374
H -0.45925 -2.47971 -2.13529 0.0748
H -2.20472 -2.75680 -2.31817 0.0862
H -1.41554 -3.00002 -0.73353 0.0800
H -0.99073 -5.74496 -4.29757 0.0950
H -1.92901 -4.23300 -4.53881 0.0827
H -2.45864 -5.74674 -5.28951 0.0912
H -5.14438 -5.78930 -2.52900 0.0790
H -4.92219 -4.83617 -1.03472 0.0769
H -5.66774 -6.44858 -0.97293 0.0855



# 2
59
Properties=species:S:1:pos:R:3:lowdin_charge:R:1 method="wB97M-V/def2-TZVPD" lumo_ha=-0.0564 smiles="C#CC1=CC(=O)C(C=C)=C(B(O)N(C)C)C1=O.CC(C)=O.CC(C)=O.CC(C)=O" charge=0
C 2.16886 -4.88626 2.52495 0.0641
C 2.25405 -3.46372 2.43484 -0.0342
C 2.13324 -1.96497 1.70201 -0.0892
C 3.03562 -1.60824 0.53451 0.0689
C 2.75407 -0.09341 -0.11586 -0.1688
O 3.74468 0.71691 -0.54775 -0.0431
C 1.13474 0.31379 -0.21406 -0.0403
C 0.59646 1.06559 -1.58691 -0.0700
C 0.89280 0.33383 -2.88350 0.0060
C 0.22431 -0.05889 0.94129 0.0715
B -1.39441 0.24718 0.93127 -0.4025
O -1.87146 1.65939 1.14096 0.0374
N -2.48334 -0.78981 0.70981 -0.1651
C -2.70803 -1.10409 -0.75270 -0.1164
C -2.29548 -2.02858 1.55743 -0.1042
C 0.99404 -0.84616 2.20050 -0.1620
O 0.75577 -0.57961 3.49753 -0.0217
H 2.19022 -6.06992 2.59935 0.0595
H 3.82792 -2.36207 0.11634 0.1226
H 0.04771 2.10011 -1.61987 0.0986
H 1.34069 -0.77089 -2.82371 0.0763
H 0.76614 0.80719 -3.94606 0.0664
H -2.63715 1.73243 0.48713 0.0806
H -1.91205 -1.81104 -1.23919 0.0991
H -3.80427 -1.54725 -0.91824 0.1044
H -2.68402 -0.09102 -1.36161 0.1054
H -1.59042 -1.88725 2.48388 0.0958
H -1.98077 -2.97867 0.90657 0.1077
H -3.37169 -2.30834 1.98758 0.1017
C 2.57447 4.48180 0.26722 -0.0227
C 1.06980 4.45527 0.30091 -0.4807
C 0.39786 4.84033 1.59170 -0.0218
O 0.41456 4.13158 -0.68838 0.0262
H 2.92050 4.18091 -0.72743 0.0861
H 2.93289 5.49393 0.47088 0.0837
H 2.97497 3.78068 1.00379 0.0869
H 0.65930 5.86837 1.85443 0.0837
H 0.70134 4.15518 2.38727 0.0891
H -0.68845 4.77541 1.46868 0.0848
C 4.80617 -2.61641 -3.12018 -0.0225
C 4.17355 -3.92223 -2.71954 -0.4952
C 4.87514 -5.18848 -3.13222 -0.0273
O 3.12378 -3.95332 -2.07937 0.0360
H 4.19041 -1.78768 -2.75463 0.0718
H 5.80175 -2.53443 -2.67696 0.0901
H 4.86792 -2.55230 -4.20948 0.0887
H 5.87378 -5.22112 -2.68961 0.0867
H 4.93994 -5.23899 -4.22204 0.0865
H 4.30481 -6.05234 -2.77459 0.0850
C -6.23259 3.20393 2.06863 -0.0228
C -5.64173 2.30446 1.01615 -0.4768
C -6.23272 0.92793 0.86853 -0.0202
O -4.71186 2.67997 0.30400 0.0433
H -5.70721 4.16493 2.06125 0.0866
H -7.28954 3.38150 1.85491 0.0860
H -6.11493 2.74855 3.05518 0.0884
H -7.28965 1.00404 0.60139 0.0863
H -6.11505 0.37113 1.80157 0.0893
H -5.70747 0.39116 0.07140 0.0758



# 3
65
Properties=species:S:1:pos:R:3:lowdin_charge:R:1 method="wB97M-V/def2-TZVPD" lumo_ha=-0.0391 smiles="CC(=O)OC(=O)Cc1nc2c(CCCCS(=O)(=O)Cl)cc(CCCCCN)cc2nc1P(=N)(O)O" charge=0
C 5.07999 -1.67338 1.26413 0.0339
C 5.92849 -1.58961 0.02765 -0.5075
O 7.10857 -1.54741 0.08210 0.1572
O 5.31215 -1.58576 -1.20503 0.1179
C 4.08799 -0.94838 -1.26534 -0.4578
O 3.13048 -1.55734 -1.58585 0.1722
C 4.10428 0.53717 -1.00238 -0.0160
C 2.76038 0.98626 -0.46559 -0.2260
N 2.21037 0.21627 0.43509 0.2196
C 0.98688 0.62502 0.86856 -0.1437
C 0.29906 -0.16521 1.82560 -0.1601
C 0.93485 -1.41149 2.36628 -0.1382
C 0.99363 -2.54074 1.32621 -0.1689
C -0.34048 -2.74846 0.59093 -0.1944
C -0.21468 -2.38369 -0.88907 -0.2732
S -1.44387 -3.21423 -1.87568 0.3294
O -1.71477 -4.51456 -1.35720 -0.3348
O -2.55550 -2.33272 -2.04097 -0.3402
Cl -0.50759 -3.48615 -3.67031 0.3894
C -0.95936 0.21246 2.23265 0.0293
C -1.60326 1.36878 1.73021 -0.2147
C -2.99088 1.68465 2.19326 -0.1326
C -4.07185 1.78804 1.07694 -0.1722
C -3.71041 1.18947 -0.28934 -0.2024
C -4.97696 0.72374 -1.05084 -0.1916
C -5.40565 -0.70029 -0.66088 -0.2710
N -6.44235 -0.76933 0.39758 -0.0096
C -0.92131 2.14067 0.82719 0.0364
C 0.36779 1.78826 0.38839 -0.1819
N 0.99685 2.59152 -0.51400 0.1651
C 2.16963 2.19053 -0.92977 -0.2395
P 2.98584 3.30514 -2.14378 0.4802
N 2.10115 4.52943 -2.44148 -0.1563
O 3.27757 2.44128 -3.44728 -0.1279
O 4.42254 3.67308 -1.51364 -0.1320
H 4.05397 -1.96245 1.06933 0.0676
H 5.13315 -0.72306 1.78209 0.1003
H 5.54997 -2.41219 1.90091 0.0992
H 4.85431 0.75482 -0.24600 0.1345
H 4.35364 0.99108 -1.95581 0.1115
H 0.38653 -1.74422 3.24333 0.1153
H 1.94459 -1.21275 2.71914 0.1096
H 1.26067 -3.48005 1.79765 0.1143
H 1.77678 -2.29700 0.61320 0.0730
H -1.14806 -2.16682 1.02187 0.1071
H -0.63437 -3.79040 0.65705 0.1035
H -0.36306 -1.32109 -1.05757 0.1049
H 0.77436 -2.62859 -1.26301 0.0762
H -1.46471 -0.41040 2.95450 0.1231
H -3.32329 0.99422 2.96006 0.1062
H -2.93730 2.65541 2.68627 0.1175
H -4.96639 1.31007 1.46117 0.0871
H -4.35089 2.82676 0.92892 0.1089
H -3.27369 1.98209 -0.88969 0.1045
H -3.06071 0.32445 -0.22158 0.0988
H -4.68325 0.67714 -2.09756 0.1023
H -5.78956 1.43419 -0.92556 0.1055
H -5.74650 -1.24644 -1.53443 0.0986
H -4.56128 -1.26528 -0.27954 0.0928
H -5.99218 -0.74350 1.30022 0.0458
H -7.03479 0.04633 0.32190 0.0533
H -1.38181 3.03339 0.43461 0.1324
H 2.53878 5.40848 -2.20717 -0.0164
H 2.43307 2.22284 -3.86305 0.0973
H 4.25249 3.91992 -0.59559 0.0873